Record 1
DFT (ωB97M-V with the def2-TZVPD basis set) results for one molecule with the formula C21H28N4O4S.

```
58
Properties=species:S:1:pos:R:3:forces:R:3:mulliken_charge:R:1
C 1.54259 4.15416 0.43398 -0.17 -0.38 0.07 -1.4511
C 1.09614 2.85228 1.08067 0.28 0.30 0.19 -0.4276
O 0.22482 2.21044 0.17461 -0.27 -0.31 -0.19 -0.4455
C -0.24173 0.95171 0.46238 -0.14 -0.12 -0.25 0.6384
C -0.02284 0.26865 1.64628 0.04 0.12 0.00 0.4785
C -0.49509 -1.03085 1.84941 -0.14 -0.10 -0.37 0.1308
C -1.21391 -1.64786 0.80033 0.05 0.15 0.18 0.3656
C -1.47435 -0.94329 -0.36339 -0.05 -0.09 0.07 -0.4660
C -0.98987 0.34135 -0.54869 0.15 0.01 0.16 -1.0944
N -1.15206 1.04472 -1.75335 -0.20 0.45 0.44 -0.1480
C -1.05802 0.47699 -2.98561 -0.38 0.29 -0.41 0.2542
O -1.35483 -0.66601 -3.25199 -0.12 -0.23 -0.01 -0.6555
C -0.66248 1.45712 -4.08880 0.50 0.08 -0.02 -0.7314
H -1.51985 2.06390 -4.38294 -0.01 -0.01 -0.01 0.3988
H -0.31356 0.88480 -4.94756 -0.15 -0.06 0.14 0.3858
S 0.62854 2.65295 -3.60227 -0.32 0.35 -0.25 -0.2245
C 1.68421 1.60380 -2.68645 0.21 -0.31 0.11 0.4223
N 1.35114 0.32536 -2.64483 0.23 -0.04 -0.22 -0.2686
C 2.04968 -0.47731 -1.85755 0.34 0.11 0.25 1.0669
C 3.13302 0.02548 -1.13324 -0.10 0.12 -0.11 -0.7224
C 3.43048 1.36670 -1.30165 0.04 -0.35 0.14 -0.3157
N 2.70843 2.16937 -2.06861 -0.13 0.49 -0.30 -0.5347
H 4.26725 1.83559 -0.79919 0.10 -0.07 0.08 0.4415
H 3.70917 -0.60708 -0.47844 0.09 -0.06 0.08 0.4527
C 1.61296 -1.89917 -1.78639 0.01 -0.10 -0.01 -1.3363
H 1.37146 -2.15903 -0.75653 -0.02 -0.07 0.08 0.2023
H 2.41038 -2.55702 -2.12825 0.06 -0.09 0.00 0.4693
H 0.73301 -2.03395 -2.40904 -0.04 -0.05 0.00 0.2829
H -0.83617 2.00577 -1.67425 0.00 -0.17 -0.18 0.3738
H -2.00742 -1.38950 -1.18346 -0.06 -0.06 -0.03 0.6871
O -1.58016 -2.95582 0.99184 0.24 0.26 0.15 -0.5509
C -2.30624 -3.63729 -0.01207 -0.32 -0.17 -0.20 -0.5279
C -3.79095 -3.28315 -0.01357 0.42 0.03 0.09 -1.1040
H -4.30308 -3.86569 -0.77413 -0.09 -0.05 -0.09 0.4060
H -3.93746 -2.22668 -0.22201 -0.07 0.08 -0.04 0.2860
H -4.22835 -3.50755 0.95662 -0.06 -0.03 0.07 0.3318
H -1.86360 -3.46280 -0.99911 0.03 -0.04 0.08 0.3375
H -2.17936 -4.69412 0.24141 0.01 0.13 -0.13 0.4194
N -0.19527 -1.75457 3.00167 0.22 -0.27 0.07 0.0107
C 0.81824 -1.28970 3.92444 -0.06 0.22 0.24 -1.0832
C 0.22795 -0.38039 5.01326 0.27 -0.02 -0.19 -0.3712
H 0.98051 -0.13370 5.76466 0.00 0.05 -0.09 0.4015
O -0.81460 -1.03509 5.70102 0.06 -0.03 0.14 -0.4351
C -1.82395 -1.45495 4.80672 -0.08 -0.30 -0.25 -0.5922
C -1.26337 -2.40348 3.74032 -0.40 0.21 0.34 -0.4482
H -2.05168 -2.71486 3.06165 0.03 -0.04 0.09 0.1958
H -0.84401 -3.28774 4.23166 -0.09 -0.01 -0.01 0.3165
H -2.57736 -1.95540 5.41691 -0.04 0.03 -0.08 0.3709
H -2.27582 -0.57824 4.31511 0.00 -0.07 0.04 0.2928
H -0.15630 0.54946 4.56584 0.05 -0.04 0.04 0.3080
H 1.62146 -0.78707 3.38617 0.04 -0.02 0.01 0.4949
H 1.23424 -2.17854 4.41348 0.05 0.10 0.00 0.4340
H 0.53599 0.75412 2.42780 0.03 0.04 0.09 0.4546
H 0.57634 3.05112 2.02883 0.06 -0.10 -0.08 0.4252
H 1.96539 2.21005 1.28363 -0.13 0.01 0.01 0.3699
H 0.68123 4.78945 0.24682 -0.07 0.11 0.01 0.3083
H 2.23431 4.67410 1.09024 0.07 0.09 0.08 0.4312
H 2.03186 3.94375 -0.51424 0.05 0.04 -0.03 0.2885
```
Forces are in eV/Å.

Output
SMILES: CCOc1cc(N2CCOCC2)c(OCC)cc1NC(=O)CSc1nccc(C)n1
Energy relative to the best compared isomer or geometry (same formula, charge and spin): 276.9 kJ/mol
DFT total energy: -1735.19259 Eh
E_LUMO: 0.638 eV
Frontier orbital gap: 7.74 eV
Charge: 0



Record 2
DFT (ωB97M-V with the def2-TZVPD basis set) results for one molecule with the formula C21H28N4O4S at a distorted geometry.

```
58
Properties=species:S:1:pos:R:3:forces:R:3:mulliken_charge:R:1
C -5.48524 0.33677 -0.79731 -0.11 -0.14 -0.07 -0.7130
H -6.51131 0.61965 -0.56661 0.06 -0.07 -0.03 0.2697
O -4.69053 1.42791 -0.40264 0.27 0.22 0.06 -0.4854
C -3.34018 1.34155 -0.58822 0.17 0.00 -0.03 0.5415
C -2.67441 0.24456 -1.11278 -0.44 0.01 -0.01 -1.3064
C -1.29519 0.28534 -1.22920 0.04 0.27 0.07 -0.5535
C -0.55710 1.38978 -0.84642 0.11 0.22 -0.05 0.0285
C -1.23880 2.50702 -0.34052 -0.05 -0.18 -0.13 0.3518
C -2.61694 2.47253 -0.20996 -0.12 0.19 0.11 -0.4537
H -3.17728 3.30613 0.17986 -0.03 0.13 0.05 0.5099
O -0.47536 3.59421 -0.00018 0.01 -0.43 -0.15 -0.3479
C -1.12952 4.77201 0.40214 -0.10 0.21 0.10 -1.1059
H -0.34357 5.51188 0.55094 -0.08 -0.02 0.00 0.2450
H -1.82090 5.13013 -0.36643 0.01 -0.02 0.03 0.4031
H -1.67300 4.63090 1.34226 0.00 0.01 -0.05 0.4036
C 0.94246 1.35436 -0.97687 -0.05 0.07 -0.05 -0.9526
N 1.51492 0.63266 0.15924 0.15 -0.22 -0.05 0.4206
C 1.41438 1.35781 1.40427 0.10 0.17 0.19 -0.6560
H 0.37500 1.64926 1.55709 0.02 0.01 0.12 0.3008
H 1.70542 0.67500 2.20865 -0.05 0.03 0.01 0.4617
C 2.29810 2.61587 1.43859 -0.43 0.00 0.04 -0.8143
N 3.57051 2.37488 0.78849 0.09 0.46 0.22 -0.0849
C 3.90899 1.32279 0.01568 -0.05 -0.19 0.13 -0.0772
O 4.97545 1.27450 -0.56490 0.25 -0.16 -0.27 -0.7079
C 2.88824 0.17978 0.00072 0.17 -0.12 -0.11 0.3066
C 3.11361 -0.71808 -1.22324 -0.07 0.23 0.06 -1.6208
H 4.08148 -1.20898 -1.12366 -0.01 0.05 -0.03 0.6334
C 1.98340 -1.71398 -1.39194 0.44 0.05 0.03 0.6713
O 1.17657 -1.59772 -2.29848 -0.30 0.19 -0.28 -0.7212
N 1.89866 -2.74912 -0.51933 -0.21 -0.36 0.00 0.1253
C 2.75869 -2.99277 0.61098 0.18 0.07 0.29 -0.9860
H 2.88463 -4.07187 0.72622 0.05 0.05 0.00 0.3198
H 2.31108 -2.59684 1.52592 0.11 -0.03 0.00 0.2904
H 3.73930 -2.55338 0.45536 0.04 -0.01 0.00 0.4153
C 0.67638 -3.52486 -0.54695 0.11 -0.12 -0.37 -1.2494
C -0.37231 -2.90975 0.32227 -0.88 -0.24 -0.44 0.7510
N -0.14578 -2.23861 1.39108 0.80 0.07 0.14 -0.2314
C -1.28461 -1.77983 1.97646 -0.80 -0.05 -0.03 0.1848
C -2.42536 -2.13346 1.32655 0.12 -0.18 -0.13 -0.1954
S -2.06975 -3.06017 -0.07866 0.52 0.16 0.43 -0.2506
H -3.43831 -1.90773 1.59054 -0.22 0.11 0.11 0.4451
C -1.20103 -0.97017 3.22276 0.00 -0.02 -0.09 -1.2059
H -2.19204 -0.80939 3.63751 -0.04 0.07 0.08 0.3810
H -0.57860 -1.47970 3.95558 0.02 0.00 0.09 0.3100
H -0.74547 -0.00670 3.00199 0.03 0.11 0.05 0.1199
H 0.31285 -3.55658 -1.57789 0.08 -0.09 0.18 0.4529
H 0.88964 -4.54681 -0.21391 0.01 0.11 -0.04 0.4207
H 3.15334 -0.11006 -2.12812 -0.01 -0.16 0.04 0.4157
H 3.10213 -0.40909 0.90361 0.01 0.07 -0.08 0.5086
H 4.23126 3.14112 0.78916 0.02 -0.21 -0.11 0.2661
H 2.47809 2.91722 2.47633 -0.09 -0.03 -0.08 0.3539
H 1.78002 3.43773 0.93093 0.05 -0.09 0.11 0.3180
H 1.18207 0.79539 -1.87972 0.03 0.09 0.00 0.8624
H 1.33950 2.37388 -1.07543 0.04 -0.06 -0.06 0.4850
H -0.76975 -0.55961 -1.64664 0.08 -0.13 -0.03 0.6038
H -3.20644 -0.63441 -1.43809 -0.07 -0.06 -0.01 0.6087
H -5.39586 0.14144 -1.87055 0.01 -0.01 0.04 0.3167
H -5.22713 -0.57175 -0.24345 0.01 0.02 -0.02 0.2174
```
Forces are in eV/Å.

Output
SMILES: COc1ccc(CN2CCNC(=O)[C@@H]2CC(=O)N(C)Cc2nc(C)cs2)c(OC)c1
Energy relative to the best compared isomer or geometry (same formula, charge and spin): 227.7 kJ/mol
DFT total energy: -1735.21133 Eh
E_LUMO: 0.573 eV
Frontier orbital gap: 8.70 eV
Charge: 0



Record 3
DFT (ωB97M-V with the def2-TZVPD basis set) results for one molecule with the formula C21H28N4OS.

```
55
Properties=species:S:1:pos:R:3:forces:R:3:mulliken_charge:R:1
C 8.58396 1.59213 0.85272 -0.23 0.12 -0.12 -1.3027
H 8.57983 1.03047 1.78271 0.03 -0.05 0.11 0.3363
H 9.02499 0.97519 0.07455 0.11 -0.06 -0.05 0.3238
H 9.20477 2.47592 0.97717 0.12 0.05 -0.01 0.4226
C 7.16030 2.00957 0.50068 0.17 -0.04 0.12 -0.4722
N 6.22996 0.89685 0.57973 -0.07 0.08 -0.04 -0.0097
C 6.38960 -0.04840 -0.50901 0.04 -0.29 0.08 -0.5925
C 5.46448 -1.24259 -0.30269 0.20 0.09 -0.20 -0.8542
N 4.08780 -0.79297 -0.26589 0.04 -0.12 0.06 0.2815
C 3.92688 0.14766 0.82621 -0.03 0.36 -0.04 -0.5639
C 4.84940 1.34166 0.61563 -0.19 -0.12 0.17 -0.9614
H 4.72682 2.04331 1.44442 0.00 0.01 -0.05 0.4477
H 4.56416 1.85226 -0.32215 -0.01 0.01 0.05 0.3069
H 2.88791 0.48421 0.84877 0.05 0.00 0.06 0.3952
H 4.16677 -0.32310 1.79671 -0.05 0.01 -0.03 0.2839
C 3.14645 -1.89557 -0.17093 0.07 0.00 -0.10 -1.1643
C 1.73624 -1.41992 -0.38742 -0.05 -0.11 0.10 0.4088
C 0.69947 -1.80459 0.44961 0.21 0.10 -0.23 -1.0228
C -0.59680 -1.37136 0.23657 -0.25 -0.02 0.09 -0.4513
C -0.87647 -0.52702 -0.83156 0.20 -0.19 0.20 1.1066
C 0.16277 -0.13144 -1.67348 -0.07 -0.02 0.03 -0.7341
C 1.44961 -0.57582 -1.45403 -0.08 -0.06 0.06 -0.5886
H 2.25292 -0.26332 -2.10291 0.09 0.07 -0.08 0.4169
H -0.04460 0.52759 -2.50637 -0.02 0.07 -0.09 0.2999
N -2.15851 -0.04257 -1.11375 0.03 0.28 -0.38 -0.1316
C -3.33483 -0.29014 -0.44311 -0.02 0.22 -0.30 0.6674
O -3.42929 -0.99169 0.53729 -0.01 -0.17 0.23 -0.6619
N -4.39398 0.36564 -1.03286 0.12 0.26 -0.38 -0.0785
C -5.73789 0.36439 -0.64798 -0.30 -0.11 0.23 0.6177
C -6.21842 -0.34227 0.44824 0.26 -0.07 0.03 -0.7818
C -7.56176 -0.30085 0.77427 -0.14 0.16 -0.17 -0.4043
C -8.44830 0.44527 0.01238 -0.30 -0.08 0.19 0.8168
C -7.97025 1.15506 -1.08647 -0.02 -0.10 0.14 -0.7652
C -6.63303 1.11495 -1.41181 0.09 -0.06 0.06 -0.9367
H -6.27581 1.67096 -2.26795 0.04 0.06 -0.09 0.3028
H -8.65990 1.73613 -1.67932 -0.03 0.09 -0.12 0.3502
S -10.18256 0.57169 0.33421 -0.18 -0.06 0.12 -0.0579
C -10.43548 -0.48599 1.78735 0.29 0.30 -0.47 -0.8662
H -11.49868 -0.43794 2.00163 -0.05 -0.01 0.02 0.3658
H -10.15154 -1.50848 1.55603 -0.01 -0.10 0.10 0.2811
H -9.87153 -0.09983 2.63146 -0.01 -0.07 0.12 0.2792
H -7.89819 -0.86084 1.63157 -0.05 -0.04 0.07 0.3051
H -5.53803 -0.92452 1.04566 0.02 -0.01 0.01 0.4421
H -4.20519 0.92844 -1.85023 0.03 -0.14 0.18 0.1333
H -2.19572 0.55959 -1.92415 -0.06 -0.12 0.19 0.1390
H -1.39151 -1.68015 0.89358 -0.01 0.00 0.02 0.4810
H 0.90247 -2.45734 1.28645 0.03 -0.06 0.10 0.3203
H 3.40295 -2.61467 -0.95735 0.05 -0.01 0.11 0.3889
H 3.22191 -2.41820 0.80009 -0.01 0.00 -0.08 0.3377
H 5.58510 -1.94252 -1.13391 0.00 -0.01 0.05 0.3952
H 5.74790 -1.75617 0.63370 0.00 -0.01 -0.06 0.3473
H 7.42190 -0.39974 -0.52942 -0.01 0.00 -0.06 0.3655
H 6.15651 0.42158 -1.48239 0.05 -0.02 0.03 0.3061
H 6.82941 2.75749 1.22655 -0.02 0.01 -0.09 0.4103
H 7.14503 2.48202 -0.49881 -0.07 0.02 0.07 0.3187
```
Forces are in eV/Å.

Output
SMILES: CCN1CCN(Cc2ccc(NC(=O)Nc3ccc(SC)cc3)cc2)CC1
Energy relative to the best compared isomer or geometry (same formula, charge and spin): 34.5 kJ/mol
DFT total energy: -1509.49787 Eh
E_LUMO: 0.497 eV
Frontier orbital gap: 8.07 eV
Charge: 0



Record 4
DFT (ωB97M-V with the def2-TZVPD basis set) results for C21H29Cl3N4SiW as an isolated structure at a distorted geometry.

```
59
Properties=species:S:1:pos:R:3:forces:R:3:mulliken_charge:R:1
W -0.03835 -1.36682 -1.29244 0.41 0.69 0.30 1.2792
C 3.05975 -1.68062 -1.82474 0.49 -0.39 -0.40 -1.0376
N 2.21155 -0.88662 -0.91124 -0.55 0.29 -0.37 0.6080
C 2.65445 -1.15552 0.47386 -0.04 -0.17 0.73 -1.1836
C 2.38425 0.54248 -1.18864 -0.43 0.65 -0.14 1.2145
C 3.62005 1.16548 -1.15964 -0.07 -0.18 0.04 -0.7426
C 3.72085 2.52548 -1.40594 -0.07 -0.08 -0.06 -0.9652
C 2.59045 3.25828 -1.73194 0.09 -0.09 0.04 -0.7984
C 1.34895 2.65218 -1.74934 -0.26 -0.31 -0.06 -0.6977
C 1.22245 1.29878 -1.43364 1.62 0.10 0.18 -0.3332
N 0.01735 0.60818 -1.30344 0.01 -1.22 -0.46 -0.0296
C -1.07875 1.20258 -0.68494 -1.69 0.30 0.23 0.0170
C -1.07675 2.40638 0.02736 0.24 -0.28 -0.20 -0.8356
C -2.24965 2.89148 0.57896 -0.10 -0.15 -0.02 -1.0716
C -3.43135 2.17838 0.46176 0.09 0.01 -0.01 -1.0422
C -3.44165 0.94468 -0.17534 0.15 -0.17 -0.06 -0.5167
C -2.27525 0.44838 -0.72904 0.22 0.71 0.09 0.9289
N -2.21025 -0.82242 -1.46284 0.49 0.32 0.26 0.2962
C -2.91385 -1.93022 -0.78344 -0.39 -0.53 0.45 -0.8262
C -2.84625 -0.59842 -2.77984 -0.08 0.06 -0.68 -1.3426
H 4.11215 -1.60782 -1.53084 -0.13 0.04 -0.03 0.4407
H 2.97275 -1.29732 -2.84164 -0.11 -0.08 0.06 0.3598
H 2.77425 -2.73502 -1.78234 0.03 0.19 0.02 0.3151
H 3.74475 -1.09662 0.55596 -0.16 0.04 -0.13 0.5373
H 2.33375 -2.15332 0.78216 0.08 0.10 -0.09 0.3243
H 2.22185 -0.40952 1.14266 0.07 -0.14 -0.13 0.3477
H 4.50975 0.59828 -0.93344 0.12 -0.05 0.00 0.4171
H 4.68455 3.00298 -1.35784 0.14 0.07 -0.04 0.4594
H 2.67675 4.30788 -1.96194 -0.02 0.11 -0.05 0.4676
H 0.47165 3.21738 -2.01724 -0.11 0.11 -0.02 0.7107
H -0.16035 2.95898 0.15746 0.05 0.05 -0.04 0.6903
H -2.24315 3.83638 1.09826 0.03 0.10 0.06 0.4730
H -4.34365 2.58368 0.86526 -0.15 -0.01 0.09 0.4662
H -4.36505 0.38698 -0.22864 -0.06 -0.07 -0.05 0.4606
H -3.99755 -1.77752 -0.79434 0.12 0.02 -0.09 0.4845
H -2.59505 -2.00342 0.26066 -0.01 0.00 -0.25 0.2268
H -2.69885 -2.87162 -1.30674 -0.05 0.25 0.11 0.3622
H -3.87855 -0.25732 -2.65714 0.12 -0.06 0.13 0.4185
H -2.86045 -1.52322 -3.35754 0.05 0.04 0.12 0.4697
H -2.30335 0.17308 -3.32914 0.04 -0.05 0.08 0.3391
Cl -1.15295 -3.53742 -4.19864 0.26 0.11 0.01 -0.1835
Si 0.10475 -2.03612 -3.65764 -0.09 -0.52 -0.77 0.3845
Cl 0.29525 -3.54992 -0.61044 -0.15 0.09 -0.45 -0.2469
Cl 1.16845 -1.54052 -5.29244 -0.11 0.10 0.27 -0.1670
C 0.45185 -1.65762 3.97296 0.00 -0.07 -0.07 -1.6336
C -0.20685 -0.45742 3.27286 0.05 0.23 1.12 1.9141
C 0.65795 0.80328 3.43886 0.02 -0.02 -0.14 -1.4740
C -1.61595 -0.22022 3.83376 -0.05 -0.04 -0.10 -1.6574
C -0.29465 -0.77642 1.87976 -0.09 -0.44 -1.92 -0.3317
N -0.30775 -1.04522 0.75486 0.04 0.27 2.29 0.1430
H 0.52705 -1.44672 5.03586 0.00 0.07 0.09 0.4323
H 1.45195 -1.84072 3.58686 0.09 -0.03 -0.01 0.3601
H -0.14855 -2.55402 3.84526 -0.02 -0.12 0.01 0.4066
H 0.69725 1.04588 4.49726 0.00 0.04 0.07 0.4642
H 0.23775 1.64938 2.89956 -0.06 0.08 -0.01 0.3102
H 1.67655 0.63678 3.09446 0.08 0.00 -0.01 0.3931
H -1.52885 0.07198 4.87666 0.03 0.03 0.08 0.4428
H -2.20645 -1.13102 3.78706 -0.11 -0.07 -0.02 0.4101
H -2.13075 0.57098 3.29406 -0.06 0.09 -0.04 0.3415
```
Forces are in eV/Å.

Output
Energy relative to the best compared isomer or geometry (same formula, charge and spin): 73.3 kJ/mol
DFT total energy: -2773.38427 Eh
E_LUMO (alpha / beta): -7.950 / -8.101 eV
Frontier orbital gap (alpha / beta): 6.35 / 6.17 eV
Charge: +2



- DFT total energy of number 2 (C21H28N4O4S)?
  -1735.21133 Eh